Below is a structure of composition C54H47BrN7O6S2Y, with properties calculated with ωB97M-V/def2-TZVPD.

Last column: Mulliken charge in e.
CARTESIAN COORDINATES (ANGSTROEM)
H  2.5302  -8.2099  0.2461  0.332
C  -2.6013  0.9146  1.7846  0.671
N  3.9017  0.7871  -0.6951  1.500
C  0.8192  -2.0399  -1.7565  3.171
H  1.8302  3.5778  2.9671  0.355
H  3.6242  2.1656  -2.1673  0.186
H  -2.2848  -3.4427  -1.3798  0.434
H  2.7132  -3.0993  -0.6748  -0.576
O  0.7426  -1.9063  1.4095  -0.646
O  -11.5030  1.1168  2.8238  -0.440
Br  3.9409  -1.5511  -2.6640  -0.068
C  -8.4849  1.6547  0.8620  -0.459
C  -3.5382  1.3108  -2.4033  -0.604
C  0.5974  -4.0692  -3.1297  1.407
H  -6.2893  1.3828  -0.8259  0.280
H  7.1483  -1.6734  2.5416  0.483
C  1.1221  -5.0407  -3.9839  -1.028
C  -6.0889  1.1249  1.2725  0.301
H  -10.5584  1.9918  0.5324  0.391
H  -4.5396  1.5167  -2.7842  0.401
H  2.7410  -5.6104  -5.2192  0.439
Y  1.4390  0.0735  -0.7200  -0.428
C  -1.2170  0.7983  -2.8005  -0.663
O  1.7483  1.0644  -2.7803  -0.233
C  6.9881  -0.0349  1.1908  -1.050
H  3.3249  -5.2552  -1.5338  0.372
C  -1.6239  0.8386  0.7912  -1.329
C  3.9543  3.1835  2.7498  -1.056
N  -5.6669  1.3165  -0.0216  -0.066
H  2.8755  2.5000  -4.7634  0.239
C  3.2214  -3.8438  -4.1025  -0.767
H  5.8795  3.0835  -2.1171  0.545
C  2.7165  -2.9282  -3.2050  0.789
C  6.5636  1.6955  -0.5480  -1.147
C  -3.9558  1.0913  1.3196  1.214
H  -8.1937  2.1194  -0.0790  0.293
H  3.8287  2.1149  2.5310  0.110
C  -11.8746  0.6093  4.0747  -0.777
C  0.0212  0.5187  2.3433  -0.054
C  1.3539  4.4623  -2.7754  0.154
H  -0.4328  0.5817  -3.4906  0.667
H  -2.9490  0.8118  3.9238  0.577
H  -0.5542  0.4153  4.4018  0.537
C  4.2957  -0.8424  0.9945  -0.050
H  -9.3555  0.1957  4.2913  0.399
H  0.0057  3.8423  1.4983  0.543
C  6.5147  -1.1104  1.9091  -0.934
H  8.0190  0.3306  1.2610  0.381
O  2.4676  -1.9032  3.2116  -0.788
C  -0.4510  -2.2618  -1.2775  -0.294
S  2.1727  3.6088  0.6571  0.318
C  -7.4802  1.1136  1.6659  0.031
H  1.0086  6.1585  1.9685  0.380
H  -12.9318  0.9184  4.1783  0.235
C  3.1958  -5.1935  -0.4633  -0.674
C  2.3933  -4.9069  -4.5039  -0.751
H  -11.2879  1.1107  4.8864  0.306
H  -0.5393  6.1696  1.1484  0.407
H  2.4482  4.9568  -4.5817  0.303
O  1.7899  2.1212  0.7291  -0.814
H  0.0400  4.2199  -0.2548  0.124
C  2.8617  -4.6701  2.2609  -0.744
N  1.3444  3.2341  -2.1596  0.945
H  0.5066  -5.8322  -4.3549  0.451
H  1.0710  0.3706  2.5811  0.425
N  -0.9551  0.7858  -1.4860  1.146
C  0.5043  5.8980  1.0434  -1.493
H  3.1538  -6.7671  2.5210  0.372
C  5.6826  2.2550  -1.4287  -0.922
C  3.2921  -6.2415  0.4482  0.906
C  -3.2865  1.2038  -1.0291  1.086
H  4.2810  -8.1418  0.6134  0.405
C  2.6873  3.9442  2.4271  -0.515
H  7.5978  2.0517  -0.5206  0.399
H  4.8096  -2.2238  2.5043  0.588
H  4.2105  -3.7034  -4.5308  0.443
C  2.8796  -3.9281  -0.0063  0.482
C  -9.1758  0.5617  3.3133  -0.434
C  -9.8261  1.5922  1.2396  -0.678
C  -0.9100  0.5839  3.3873  -1.647
H  4.8264  3.5813  2.2234  0.299
C  -2.5001  1.0858  -3.2857  -1.536
S  2.1404  -2.0678  1.8069  1.611
C  -2.2282  0.7609  3.1240  -0.789
C  6.1568  0.6192  0.2692  1.407
C  3.4874  -7.6871  0.0454  -1.686
H  2.7682  5.0406  2.5369  0.383
N  2.9056  -1.0090  0.8591  1.697
C  -10.1743  1.0534  2.4808  1.024
H  2.6948  -4.4401  3.3103  0.514
H  1.1117  2.2985  -5.1389  0.296
H  0.7466  4.7073  -4.7890  0.298
C  1.3782  -2.9864  -2.6807  -1.045
C  3.1194  -5.9419  1.8093  -0.737
H  0.8741  6.4301  0.1824  0.337
C  -1.2617  -3.3110  -1.7771  -1.212
H  -0.9229  -1.5998  -0.5202  0.126
H  -11.7462  -0.4763  4.1259  0.332
C  1.6332  2.2922  -3.0607  -0.752
N  -0.3195  0.5957  1.0836  1.452
H  -1.3673  -4.9705  -3.0676  0.397
C  0.5160  4.4075  0.7290  -0.178
C  -7.8437  0.5851  2.8829  -0.927
C  4.7736  0.2166  0.1693  -1.026
C  4.3585  1.7820  -1.4482  -0.683
O  1.2180  5.5302  -2.2265  -0.642
H  3.6658  -7.7256  -1.0406  0.333
C  5.1575  -1.5107  1.8130  -0.830
H  -7.0797  0.1826  3.5256  0.430
C  -0.7394  -4.2035  -2.6885  -1.302
C  -4.2866  1.2736  0.0124  -0.146
C  1.6137  4.3205  -4.2817  -0.870
N  -5.0822  1.0045  2.0832  -0.796
H  -2.6844  1.1185  -4.3563  0.447
C  -1.9662  0.9720  -0.6247  -0.742
C  2.7124  -3.6707  1.3211  -0.100
C  1.8424  2.8062  -4.4693  -0.668
H  4.1979  3.3187  3.7755  0.485

Calculated values
E_HOMO: -7.307 eV
energy above the lowest of the compared OMol25 structures with the same formula, charge and spin: 0.0 kcal per mole
HOMO-LUMO gap: 0.2581 Eh
E: -6329.6633 hartree
F_max: 0.0344 Eh/bohr

=====

Below is a structure of composition C22H50B2F8MnN7O5, with properties calculated with ωB97M-V/def2-TZVPD.

Last column: Löwdin spin population.
CARTESIAN COORDINATES (ANGSTROEM)
B  3.4272  -0.9463  2.5209  0.029
H  -5.4393  -1.5245  -0.7677  0.000
H  1.0615  5.0892  -0.9054  0.000
H  1.2466  0.3560  -3.1557  0.000
C  1.6087  2.2614  -1.1692  0.000
H  -3.7464  1.8156  2.8304  0.000
N  -1.8133  3.5201  -0.7907  0.000
H  -3.5452  -0.3075  -0.7364  0.000
H  -3.6786  4.4335  -1.0986  0.000
H  1.2209  1.2786  -1.4373  0.000
C  -1.7860  -3.1646  -1.4968  0.000
H  -0.5050  -1.5921  0.8521  0.001
N  2.3150  -2.0440  -3.0174  0.000
H  -0.3856  -1.3357  2.7734  0.002
C  -0.9252  -0.7537  -1.5633  0.001
H  -2.0768  -2.5990  1.1523  0.000
O  1.1656  -0.9595  1.3716  0.093
H  2.9953  -3.4824  -4.5211  0.000
H  -4.7693  -2.7664  -1.6560  0.000
N  4.0255  -2.3111  -1.5887  0.002
H  -2.1161  -3.9003  -0.7633  0.000
C  -2.9140  1.3216  3.3317  0.000
H  -1.1168  1.3671  5.4104  0.000
F  3.2938  -0.5724  1.2027  0.040
H  -2.6706  3.4878  5.0142  0.000
N  -1.6140  2.1845  3.5282  0.000
H  -0.1593  -0.1641  -3.9408  0.000
C  -3.2481  -1.2290  -1.2371  0.000
O  -0.8415  -0.6803  3.3064  0.003
H  -0.8170  1.5772  1.5915  0.000
H  -0.7193  -3.3874  -1.5211  0.000
F  0.6841  -2.4658  -1.0150  0.001
C  3.2231  -2.9740  -3.5958  0.001
H  6.0807  -1.9000  -1.0985  0.000
C  -0.9003  2.4651  -0.8473  0.000
H  -1.2299  -0.8547  -2.6049  0.000
H  -3.3858  2.7770  -1.7249  0.000
H  2.1739  2.1744  -0.2412  0.000
C  -3.2149  3.4675  -0.8990  0.000
H  -1.1723  1.4229  -0.9265  0.000
H  -1.8656  3.1311  1.6818  0.000
C  4.2601  -3.0995  -2.7733  0.000
C  -1.1237  2.4722  2.1328  0.000
N  0.4092  2.9916  -0.9110  0.000
H  0.9360  -2.4481  -4.4259  0.000
F  2.1732  -0.7436  3.1282  0.076
C  -0.5480  1.4892  4.4887  0.000
H  1.5863  2.6438  -3.2713  0.000
O  1.5599  -0.2758  -0.5615  0.023
F  0.6329  -3.0455  1.1711  0.111
O  -4.2291  -2.8686  0.2688  0.000
H  1.4067  0.1468  -4.8680  0.000
H  0.2171  2.2263  4.7323  0.000
B  1.4005  -3.1323  -0.0261  0.023
H  3.1075  2.0962  -2.6223  0.000
H  -0.1553  2.9636  2.2271  0.000
C  2.2978  2.8081  -2.4621  0.000
H  0.6899  0.5838  3.0533  0.000
C  -1.0437  4.6665  -0.7194  0.000
Mn  2.0407  -2.2408  1.7747  4.227
H  2.5094  3.8774  -2.4536  0.000
C  0.9244  -0.2732  -3.9854  0.000
N  -1.8449  -1.7548  -0.8501  0.000
H  -2.7415  0.3733  2.8227  0.000
F  2.6127  -2.5445  0.2956  0.140
H  -2.3252  -3.2472  -2.4405  0.000
C  -1.5662  -1.7643  0.6722  0.003
H  -5.0961  -3.1370  0.5816  0.000
C  -4.4908  -2.0489  -0.8843  0.000
C  5.1101  -1.9690  -0.6074  0.001
H  5.1608  -3.6947  -2.8012  0.000
F  1.5827  -4.4684  -0.2778  0.003
F  4.4846  -0.4663  3.2435  0.005
F  3.5117  -2.2645  2.4085  0.129
C  -1.9739  3.5548  4.1786  0.000
C  2.8871  -1.6271  -1.8282  0.001
H  -1.5078  5.6372  -0.6255  0.000
C  0.0910  0.2314  3.8931  0.001
H  0.3690  -2.0533  -2.8104  0.000
C  1.0331  -1.7297  -3.6119  0.000
H  -3.5843  3.1095  0.0620  0.000
H  -3.2147  1.2391  4.3761  0.000
H  -1.0845  4.0660  4.5470  0.000
H  -1.0140  0.3145  -1.3656  0.000
C  0.2529  4.3807  -0.8022  0.000
H  -2.0765  -0.8506  0.9770  0.000
N  0.9013  -0.2122  0.5021  0.041
H  -2.2760  4.3232  3.4670  0.000
H  4.9579  -1.0409  -0.0564  0.000
H  5.1505  -2.7652  0.1359  0.000
H  -3.4031  -0.8792  -2.2578  0.000
H  2.4954  -0.9072  -1.1250  0.000
H  0.1162  -0.9947  -1.3502  0.000
H  0.6293  -0.3311  4.6559  0.000
O  -0.0643  0.4669  0.7305  0.039

Calculated values
multiplicity: 6
E_HOMO (spin up / spin down): -15.530 / -16.825 eV
energy above the lowest of the compared OMol25 structures with the same formula, charge and spin: 496.0 kcal per mole
HOMO-LUMO gap (spin up / spin down): 0.2855 / 0.3256 Eh
E: -3626.0895 hartree
F_max: 0.3187 Eh/bohr
net charge: +3

=====

Below is a structure of composition C22H19F5OReS4SbSeSi, with properties calculated with ωB97M-V/def2-TZVPD.

Last column: Löwdin spin population.
CARTESIAN COORDINATES (ANGSTROEM)
F  -2.6385  -7.1870  -1.9918  0.001
H  -6.2920  2.6746  2.7028  0.000
H  -3.4192  3.1102  -2.7081  0.000
Se  -1.9131  -1.1750  -2.1248  0.051
H  -1.8667  2.2739  -2.8692  0.000
H  -2.6798  5.2048  1.7367  0.000
S  -0.2437  -0.9996  1.8044  0.066
H  0.0685  4.7826  -0.7548  0.000
H  -0.1898  4.9128  -2.4991  0.000
H  -4.0027  1.2463  -1.4239  0.000
C  -0.3393  4.2666  -1.6268  0.000
H  -3.9631  3.3243  2.3265  0.000
H  1.4373  3.2357  3.6068  0.000
H  0.4553  5.2852  4.6281  0.000
Sb  2.2612  -0.9759  1.6904  0.002
F  -4.4714  -5.5644  -3.1877  0.000
F  -0.4349  -6.0975  -0.8331  0.000
H  0.4094  2.1990  1.7004  0.002
Si  -2.0194  2.8383  0.0505  0.008
C  -0.0661  3.0854  2.1055  0.001
F  -0.0502  -3.4606  -0.8685  0.008
C  -1.1495  -3.9347  -1.4420  0.002
H  -2.2187  5.8590  -0.4547  0.000
C  -3.8062  2.3866  0.3953  0.002
S  2.9884  0.9446  2.5722  0.001
C  -2.0668  -3.0841  -2.0390  0.007
H  -7.4947  1.3127  1.0243  0.000
C  -1.7720  4.7632  2.1354  0.000
H  -2.5134  5.8706  -2.1892  0.000
H  -1.6099  6.2581  3.6606  0.000
C  -3.3840  -5.0397  -2.6142  0.000
C  -0.0135  4.8209  3.7692  0.000
H  -2.1029  3.8621  -3.6019  0.000
C  -5.7956  2.3788  1.7868  0.000
F  -4.1093  -2.9180  -3.2232  0.000
C  -1.1724  5.3659  3.2289  0.000
Re  -0.5357  -0.2814  -0.2630  0.729
H  -6.3259  0.5962  -1.0381  0.000
C  0.5369  3.6822  3.2058  0.000
C  -3.1800  -3.6718  -2.6224  0.002
C  -5.8168  1.2159  -0.3106  0.000
O  -1.2427  1.4327  -0.3868  0.061
H  0.2488  3.3595  -1.7819  0.000
C  -1.8325  3.9553  -1.4601  -0.001
C  -4.4770  2.7529  1.5629  0.001
C  -2.6071  5.2620  -1.2824  0.000
H  -3.6729  5.0890  -1.1114  0.000
C  -2.4558  -5.8661  -2.0056  0.002
C  -1.2347  3.6087  1.5521  0.001
C  -2.3366  3.2492  -2.7240  0.000
C  -6.4694  1.6139  0.8477  0.000
S  3.2241  -2.9520  2.0531  -0.009
C  -1.3356  -5.3088  -1.4165  0.000
C  -4.5030  1.5987  -0.5295  0.000
S  1.6024  -0.5828  -0.6711  0.063

Calculated values
multiplicity: 2
E_HOMO (spin up / spin down): -4.900 / -4.848 eV
energy above the lowest of the compared OMol25 structures with the same formula, charge and spin: 17.1 kcal per mole
HOMO-LUMO gap (spin up / spin down): 0.2274 / 0.2353 Eh
E: -6026.7267 hartree
F_max: 0.0131 Eh/bohr
net charge: -1

=====

Below is the molecule C2H3N3O, with properties calculated with ωB97M-V/def2-TZVPD.

Last column: Mulliken charge in e.
CARTESIAN COORDINATES (ANGSTROEM)
H  -0.2571  2.2072  -0.3885  0.374
N  0.1216  -1.0378  0.2450  -0.442
C  0.1685  1.2008  -0.1990  -0.126
H  1.9423  -1.1261  0.7795  0.267
C  -0.6613  -0.0384  0.0240  0.584
H  -2.1362  -1.2013  -0.3057  0.368
N  1.3859  -0.6414  0.0517  -0.051
O  -1.9988  -0.2552  -0.0941  -0.531
N  1.4351  0.8923  -0.1130  -0.444

Calculated values
E_HOMO: -9.395 eV
SMILES: Oc1cn[nH]n1
energy above the lowest of the compared OMol25 structures with the same formula, charge and spin: 48.1 kcal per mole
HOMO-LUMO gap: 0.3764 Eh
E: -317.4557 hartree
F_max: 0.0588 Eh/bohr

=====

Below is the molecule C4H7N, with properties calculated with ωB97M-V/def2-TZVPD.

Last column: Mulliken charge in e.
CARTESIAN COORDINATES (ANGSTROEM)
H  -21.4226  -1.8413  -2.6991  0.294
C  -22.4327  -1.4915  -2.9125  -0.482
H  -21.8919  -1.3882  -5.0695  0.288
N  -23.9092  -3.7624  -3.0355  -0.429
H  -22.6222  -0.7708  -2.1170  0.359
H  -22.4591  1.3857  -3.9692  0.317
H  -23.5017  -0.5781  -4.6510  0.280
H  -21.5363  0.9239  -5.2777  0.345
C  -21.8257  0.5594  -4.2920  -1.168
C  -22.4893  -0.8386  -4.3421  -0.275
C  -23.2963  -2.7403  -2.9458  0.169
H  -20.9985  0.3683  -3.6085  0.300

Calculated values
E_HOMO: -11.390 eV
SMILES: CCCC#N
energy above the lowest of the compared OMol25 structures with the same formula, charge and spin: 16.0 kcal per mole
HOMO-LUMO gap: 0.4497 Eh
E: -211.3351 hartree
F_max: 0.1007 Eh/bohr